Density functional theory data (wB97M-V/def2-TZVPD) for C49H80N6P2STa as an isolated structure in a non-equilibrium geometry.

Output
* E: -3380.7937 a.u.
* E_LUMO: -9.88 eV
* HOMO-LUMO gap: 6.1 eV
* total charge: +3
* HOMO level: -0.5870 Eh
* energy relative to the best compared isomer or geometry (same formula, charge and spin): 1.8285 eV

The geometry in XYZ format:
```
139
Properties=species:S:1:pos:R:3:forces:R:3:lowdin_charge:R:1
Ta 0.48912 0.14435 0.15327 -0.654 0.608 1.692 1.46
C -2.84960 4.41729 3.10128 -0.024 -0.033 -0.076 -0.03
C -2.79712 2.96764 2.57957 0.042 0.004 0.194 -0.37
C -3.24542 1.99303 3.66672 -0.009 -0.023 -0.130 -0.05
C -1.39670 2.71747 2.07587 -0.040 0.030 0.011 -0.15
C -0.41705 2.11866 2.86526 0.003 -0.047 0.023 0.02
C 0.92052 2.06206 2.48231 0.114 0.078 -0.169 -0.19
C 1.94677 1.69379 3.54713 -0.009 -0.008 0.143 -0.36
C 1.43810 0.72299 4.62355 0.003 0.080 -0.059 -0.08
C 2.39518 2.96488 4.30541 -0.048 -0.023 -0.149 -0.01
C 1.30002 2.52090 1.16186 -0.016 -0.608 -0.109 -0.19
C 0.30309 3.20141 0.37390 0.011 -0.133 0.065 -0.15
C -1.00461 3.24925 0.84964 -0.044 -0.124 -0.002 0.01
C 0.50011 3.87665 -0.97163 0.257 0.020 -0.200 -0.33
C 0.19765 2.82045 -2.02456 -0.171 0.076 0.020 -0.07
C 1.80278 4.60843 -1.29870 -0.035 0.039 0.040 -0.03
C 2.77801 2.71421 0.87282 -0.115 0.003 0.132 -0.22
C 3.27548 3.94621 1.29844 -0.051 0.065 0.043 -0.06
C 4.61201 4.28443 1.18673 -0.010 -0.029 -0.005 -0.01
C 5.49977 3.36785 0.64216 0.005 0.049 -0.037 -0.01
C 5.02909 2.14491 0.20355 -0.004 0.000 -0.018 -0.08
C 3.67298 1.79927 0.29501 -0.058 -0.008 -0.102 -0.31
P 3.23596 0.15889 -0.37043 -0.218 -0.593 -0.223 1.12
C 3.68208 0.02942 -2.20961 -0.232 -0.034 0.155 -0.66
C 5.07263 0.56134 -2.56060 0.086 -0.018 -0.074 -0.06
C 3.52372 -1.44452 -2.60595 0.063 0.004 -0.053 -0.08
C 2.66841 0.83818 -3.01280 0.143 -0.015 -0.103 -0.11
C 4.21959 -1.17331 0.61913 -0.306 0.163 0.001 -0.63
C 5.67127 -1.30390 0.14116 0.034 -0.024 -0.015 -0.06
C 4.25521 -0.74002 2.08937 0.123 -0.002 -0.027 -0.09
C 3.52540 -2.53775 0.47647 0.240 -0.096 0.003 -0.10
H -3.86796 4.66745 3.40136 0.061 -0.013 0.005 0.10
H -2.53366 5.12882 2.33650 -0.033 0.017 0.045 0.08
H -2.19611 4.53247 3.96979 -0.038 0.000 -0.040 0.10
H -3.48173 2.89218 1.72900 0.052 -0.021 -0.055 0.13
H -2.69817 2.15729 4.59732 -0.037 -0.025 -0.010 0.09
H -3.10846 0.95233 3.35933 -0.006 0.013 0.042 0.07
H -4.30217 2.15013 3.88170 0.033 -0.012 0.020 0.10
H -0.68617 1.76705 3.85377 0.027 -0.050 -0.103 0.12
H 2.82421 1.27161 3.05776 -0.008 -0.001 -0.023 0.10
H 0.78236 1.23600 5.33021 0.053 -0.022 0.011 0.09
H 2.28885 0.34375 5.19091 -0.034 0.030 -0.004 0.10
H 0.88992 -0.12766 4.22712 -0.040 0.014 0.082 0.00
H 1.52793 3.49288 4.70973 0.048 -0.037 0.003 0.10
H 2.96402 3.65036 3.68684 0.002 0.039 0.004 0.06
H 3.03042 2.66554 5.13947 -0.033 0.028 -0.005 0.10
H -1.74141 3.79089 0.26766 -0.005 -0.022 -0.035 0.13
H -0.28365 4.63316 -1.03836 -0.089 -0.027 0.089 0.15
H 0.95993 2.03723 -1.98207 -0.100 0.075 0.041 0.01
H 0.20885 3.24659 -3.02989 0.069 -0.132 -0.026 0.11
H -0.77787 2.37430 -1.84313 -0.076 -0.028 -0.090 0.04
H 2.67088 3.95140 -1.34941 -0.032 0.023 -0.032 0.07
H 2.00612 5.40198 -0.58051 0.050 -0.035 -0.031 0.09
H 1.68408 5.08182 -2.27577 -0.009 -0.033 0.047 0.10
H 2.57573 4.66094 1.71731 0.064 -0.009 0.022 0.14
H 4.95972 5.25113 1.53080 -0.027 -0.042 -0.036 0.13
H 6.55051 3.60665 0.54179 -0.017 -0.010 0.048 0.13
H 5.73446 1.44317 -0.21322 -0.008 0.042 -0.037 0.09
H 5.88324 0.07572 -2.02564 -0.014 0.035 -0.010 0.07
H 5.14162 1.63809 -2.41195 -0.008 -0.005 -0.014 0.09
H 5.23694 0.37078 -3.62432 -0.034 0.007 0.016 0.11
H 4.32992 -2.07204 -2.23625 -0.051 -0.007 0.022 0.07
H 3.54563 -1.51564 -3.69592 -0.032 0.059 0.023 0.11
H 2.56716 -1.85484 -2.26608 0.038 -0.035 -0.031 0.06
H 2.75070 1.90622 -2.80644 -0.072 -0.037 0.027 0.08
H 1.64559 0.48675 -2.84586 0.027 -0.021 -0.078 0.05
H 2.88515 0.70389 -4.07552 -0.002 -0.018 0.029 0.11
H 6.26077 -0.40960 0.33571 0.010 -0.028 -0.008 0.08
H 5.76292 -1.58031 -0.90492 0.005 -0.015 0.044 0.07
H 6.12711 -2.11145 0.71971 -0.050 0.028 0.021 0.11
H 4.66371 0.26569 2.20251 -0.020 -0.050 0.043 0.08
H 4.92187 -1.41698 2.62930 -0.050 -0.029 -0.059 0.11
H 3.28258 -0.79770 2.56997 -0.003 0.045 0.020 0.02
H 3.76441 -3.02713 -0.46489 0.008 0.026 0.024 0.08
H 2.44630 -2.48665 0.57242 -0.070 -0.054 -0.002 0.00
H 3.88489 -3.18987 1.27669 0.014 0.041 -0.022 0.11
C -0.08554 -5.98278 3.41122 -0.091 0.020 -0.003 0.00
C -0.50759 -4.55525 3.52205 0.164 -0.013 -0.005 -0.29
C -1.52001 -4.14160 4.38930 0.017 0.006 0.138 0.02
C -1.87017 -2.80759 4.39802 0.127 0.135 0.024 -0.07
N -1.24680 -1.90344 3.62025 0.080 0.091 0.208 0.08
C -0.29094 -2.40795 2.88397 -0.227 -0.383 0.119 -0.71
S 0.75758 -1.17897 2.06537 -0.209 0.776 -1.727 0.75
N 0.11771 -3.64597 2.75279 0.171 -0.016 0.002 0.14
H -0.07167 -6.45747 4.39203 0.005 0.007 -0.019 0.10
H 0.89225 -6.06444 2.94628 0.022 0.034 0.001 0.09
H -0.80490 -6.53240 2.79741 0.009 0.026 0.013 0.10
H -2.01102 -4.84924 5.04416 -0.003 0.022 -0.024 0.14
H -2.64736 -2.42038 5.04474 -0.042 -0.046 -0.012 0.13
N -0.93490 -0.35451 -0.87157 1.680 0.388 0.978 -0.33
P -2.31461 -0.98212 -1.56718 -0.901 -0.866 -0.471 0.67
N -3.20356 -1.62864 -0.36928 0.150 0.197 0.593 -0.19
C -2.67712 -2.02508 0.94345 -0.202 -0.218 -0.205 -0.21
C -2.79340 -3.53077 1.15597 -0.161 0.041 -0.043 -0.17
C -4.23621 -3.99787 0.96572 0.143 -0.033 -0.173 -0.17
C -4.75059 -3.56693 -0.40634 0.017 0.049 0.200 -0.16
C -4.60278 -2.06187 -0.58105 -0.038 -0.168 -0.047 -0.18
N -1.80115 -2.03576 -2.69569 0.566 0.026 0.026 -0.19
C -0.45574 -2.63748 -2.73393 -0.100 0.148 -0.342 -0.20
C 0.07148 -2.56474 -4.16128 -0.122 -0.167 0.021 -0.18
C -0.86189 -3.36060 -5.07795 -0.027 0.215 -0.058 -0.18
C -2.29687 -2.83249 -4.98888 0.153 -0.129 0.185 -0.16
C -2.77198 -2.77913 -3.53623 0.080 0.087 -0.239 -0.17
N -3.36794 -0.00749 -2.32222 0.305 0.624 -0.001 -0.19
C -3.26726 0.40085 -3.74025 0.057 -0.004 -0.038 -0.16
C -2.81950 1.84186 -3.90731 -0.313 0.112 0.165 -0.16
C -3.64863 2.80335 -3.05116 0.205 -0.049 0.071 -0.17
C -3.74480 2.32370 -1.60008 -0.184 -0.051 -0.255 -0.18
C -4.25509 0.89028 -1.55034 0.104 0.110 -0.014 -0.17
H -3.23910 -1.49892 1.72307 0.023 0.067 -0.029 0.13
H -1.63988 -1.72139 1.00523 -0.090 0.078 -0.012 0.02
H -2.44990 -3.77214 2.16393 -0.130 -0.023 -0.317 0.07
H -2.13918 -4.04092 0.43868 0.002 -0.011 0.065 0.13
H -4.87075 -3.56785 1.74782 0.012 -0.021 -0.002 0.13
H -4.29140 -5.08239 1.05804 -0.051 0.003 0.065 0.12
H -5.80624 -3.81955 -0.51239 0.016 -0.046 -0.065 0.13
H -4.19676 -4.09188 -1.19015 -0.044 0.017 -0.013 0.11
H -5.23627 -1.55841 0.15790 0.063 0.093 -0.024 0.13
H -4.93298 -1.75620 -1.57020 -0.018 0.055 0.017 0.11
H -0.51657 -3.68889 -2.43178 -0.036 0.043 0.147 0.13
H 0.19178 -2.11233 -2.03534 0.056 -0.050 0.031 0.06
H 1.08473 -2.97015 -4.20898 -0.018 0.026 0.009 0.11
H 0.10150 -1.51405 -4.47249 0.078 -0.039 -0.012 0.12
H -0.83812 -4.41468 -4.78342 0.020 0.019 -0.048 0.12
H -0.51188 -3.29881 -6.10819 -0.015 -0.093 0.004 0.12
H -2.97349 -3.48286 -5.54521 -0.003 0.050 -0.021 0.13
H -2.35281 -1.83922 -5.43913 -0.008 -0.049 -0.038 0.10
H -2.86292 -3.80321 -3.15913 -0.006 0.060 0.135 0.12
H -3.74554 -2.29761 -3.46502 -0.031 -0.054 0.004 0.11
H -4.25685 0.26940 -4.18641 -0.026 -0.111 0.036 0.14
H -2.56739 -0.25402 -4.24685 -0.075 -0.068 -0.002 0.09
H -2.90944 2.11423 -4.95950 0.060 -0.023 -0.017 0.13
H -1.76803 1.90753 -3.64203 0.193 0.049 0.009 0.08
H -4.65955 2.87697 -3.46210 0.033 0.046 -0.004 0.13
H -3.20689 3.80128 -3.09301 -0.111 0.009 -0.022 0.12
H -4.43056 2.96377 -1.04030 0.065 0.002 0.045 0.12
H -2.76722 2.35632 -1.11033 0.017 0.030 0.018 0.07
H -5.25016 0.84250 -2.00130 -0.006 -0.096 0.030 0.14
H -4.32273 0.53754 -0.52434 -0.050 -0.038 -0.003 0.11
```
Positions in Å, forces in eV/Å.